--- 1 ---
C18H24N2O4 | wB97M-V/def2-TZVPD

```
48
C18H24N2O4 wB97M-V/def2-TZVPD
C 4.656 -0.251 -0.585
C 4.499 1.108 -1.256
C 3.607 1.085 -2.498
C 2.154 0.694 -2.200
C 1.869 -0.775 -2.512
O 0.557 -1.146 -2.090
C 0.422 -1.445 -0.785
O 1.364 -1.462 -0.020
C -0.945 -1.749 -0.372
C -2.012 -1.925 -1.184
C -2.004 -1.801 -2.672
N -3.222 -2.261 -0.627
C -3.387 -2.735 0.673
O -4.442 -3.210 1.028
N -2.279 -2.665 1.438
C -1.130 -1.837 1.132
C -1.253 -0.431 1.694
C -2.475 0.219 1.755
C -2.575 1.515 2.236
C -1.435 2.188 2.657
O -1.412 3.460 3.144
C -2.626 4.163 3.247
C -0.201 1.538 2.591
C -0.115 0.247 2.120
H 5.051 -0.981 -1.289
H 5.349 -0.176 0.250
H 3.705 -0.611 -0.200
H 5.486 1.477 -1.550
H 4.085 1.818 -0.536
H 3.621 2.083 -2.941
H 4.026 0.396 -3.235
H 1.466 1.305 -2.788
H 1.934 0.872 -1.146
H 1.886 -0.956 -3.589
H 2.598 -1.421 -2.016
H -2.969 -2.081 -3.088
H -1.774 -0.778 -2.961
H -1.233 -2.436 -3.101
H -4.020 -2.403 -1.230
H -2.398 -2.943 2.400
H -0.239 -2.309 1.563
H -3.376 -0.285 1.436
H -3.546 1.983 2.274
H -3.327 3.659 3.919
H -3.096 4.300 2.267
H -2.368 5.137 3.660
H 0.677 2.071 2.921
H 0.844 -0.244 2.066
```

The charge is 0. Its HOMO-LUMO gap is 8.97 eV. Its HOMO energy is -0.3051 hartree.

***

--- 2 ---
C18H24N2O4 | wB97M-V/def2-TZVPD

```
48
C18H24N2O4 wB97M-V/def2-TZVPD
C 4.447 3.387 -2.477
C 3.185 4.155 -2.099
C 2.717 3.876 -0.670
C 2.241 2.440 -0.464
C 1.676 2.235 0.939
C 1.327 0.765 1.217
C 0.197 0.330 0.322
O -0.966 0.609 0.530
N 0.555 -0.328 -0.825
O 1.807 -0.925 -0.923
C -0.431 -0.979 -1.678
C -1.635 -0.147 -2.102
C -2.838 -0.921 -1.604
O -3.997 -0.668 -1.773
N -2.379 -2.028 -0.903
C -3.265 -2.921 -0.180
C -2.952 -2.934 1.294
C -2.917 -4.133 1.992
C -2.633 -4.147 3.346
C -2.371 -2.962 4.012
C -2.401 -1.764 3.320
C -2.695 -1.746 1.968
C -1.024 -2.147 -0.882
O -0.374 -2.989 -0.311
H 4.786 3.684 -3.466
H 4.263 2.316 -2.490
H 5.244 3.593 -1.766
H 2.384 3.901 -2.796
H 3.381 5.226 -2.197
H 3.533 4.091 0.024
H 1.895 4.556 -0.432
H 3.070 1.749 -0.616
H 1.474 2.207 -1.205
H 2.413 2.558 1.677
H 0.778 2.843 1.071
H 0.981 0.667 2.248
H 2.209 0.144 1.065
H 1.741 -1.825 -0.550
H 0.129 -1.357 -2.540
H -1.700 -0.005 -3.180
H -1.642 0.834 -1.627
H -3.168 -3.929 -0.594
H -4.281 -2.554 -0.361
H -3.110 -5.060 1.472
H -2.607 -5.086 3.879
H -2.141 -2.974 5.067
H -2.195 -0.835 3.831
H -2.708 -0.805 1.438
```

The charge is 0. Its HOMO-LUMO gap is 9.78 eV. Its HOMO energy is -0.3349 hartree.

***

Most stable = 1

***

--- 1 ---
C10H21IN | wB97M-V/def2-TZVPD

```
33
C10H21IN wB97M-V/def2-TZVPD
C -0.655 -1.033 -2.235
C -0.232 -1.406 -0.897
C 2.181 -1.362 -0.996
C -1.531 -2.704 1.848
C 1.318 2.614 -0.679
C 0.277 2.484 1.680
C 0.993 -2.293 -0.869
C -0.461 -1.571 1.568
C -0.726 -1.002 0.212
C 0.366 2.964 0.233
N -0.928 3.519 -0.161
I -2.394 0.415 0.058
H 0.032 -1.599 -2.895
H -0.316 0.009 -2.433
H 2.236 -0.907 -2.047
H 3.103 -2.024 -0.832
H 2.172 -0.661 -0.198
H -2.492 -2.190 1.565
H -1.558 -3.551 1.135
H -1.528 -2.907 2.871
H 1.327 3.109 -1.590
H -1.733 -1.204 -2.444
H 1.905 1.841 -0.285
H 1.270 2.668 2.150
H -0.145 1.443 1.793
H -0.405 3.156 2.254
H 0.854 -2.921 0.039
H 0.868 -3.037 -1.721
H -0.529 -0.889 2.383
H 0.495 -2.107 1.550
H -1.008 3.576 -1.212
H -1.078 4.590 -0.042
H -1.677 2.981 0.198
```

The charge is +1. Its HOMO-LUMO gap is 8.55 eV. Its HOMO energy is -0.4400 hartree.

***

--- 2 ---
C10H21IN | wB97M-V/def2-TZVPD

```
33
C10H21IN wB97M-V/def2-TZVPD
C -0.510 -2.943 0.091
C -0.049 -1.856 -0.776
C 0.179 -0.446 -0.117
C 0.798 -0.585 1.233
C 2.166 -1.428 1.309
C 1.023 0.482 -0.998
C 1.090 1.950 -0.534
C -0.187 2.660 -0.247
C -1.058 1.931 0.735
C -1.323 0.536 0.226
N -2.099 0.703 -1.048
I -2.580 -0.578 1.671
H 0.355 -3.657 0.229
H -1.318 -3.462 -0.380
H -0.794 -2.624 1.043
H -0.874 -1.628 -1.506
H 0.922 -1.944 -1.304
H 1.047 0.332 1.773
H 0.103 -1.086 1.828
H 2.008 -2.387 0.836
H 2.480 -1.386 2.293
H 2.845 -0.781 0.712
H 0.536 0.444 -2.015
H 1.999 0.168 -1.283
H 1.638 2.349 -1.264
H 1.674 2.020 0.390
H -0.055 3.692 0.085
H -0.884 2.880 -1.177
H -0.445 1.955 1.602
H -1.956 2.471 0.956
H -2.847 1.323 -1.185
H -2.499 -0.197 -1.515
H -1.383 1.096 -1.663
```

The charge is +1. Its HOMO-LUMO gap is 9.72 eV. Its HOMO energy is -0.4811 hartree.

***

Most stable = 2

***

--- 1 ---
C3H3OS2 | wB97M-V/def2-TZVPD

```
9
C3H3OS2 wB97M-V/def2-TZVPD
C 1.049 -0.345 -0.147
C 1.112 0.963 -0.242
C -2.373 -0.645 0.420
O -2.653 0.456 0.749
S -2.117 -2.130 0.089
S 2.445 1.936 0.282
H 0.089 -0.836 -0.404
H 1.960 -0.945 0.165
H 0.488 1.547 -0.911
```

The charge is -1. Its HOMO-LUMO gap is 4.93 eV. Its HOMO energy is -0.0834 hartree.

***

--- 2 ---
C3H3OS2 | wB97M-V/def2-TZVPD

```
9
C3H3OS2 wB97M-V/def2-TZVPD
C -0.415 0.473 -0.091
C -1.304 -0.653 0.189
C 1.209 0.107 -0.053
O -1.417 -1.113 1.291
S -1.745 -1.068 -1.369
S -0.879 2.054 -0.248
H 1.195 -0.987 0.141
H 1.496 0.626 0.957
H 1.859 0.561 -0.817
```

The charge is -1. Its HOMO-LUMO gap is 7.28 eV. Its HOMO energy is -0.1341 hartree.

***

Most stable = 2

***

--- 1 ---
C5H16N2O2 | wB97M-V/def2-TZVPD

```
25
C5H16N2O2 wB97M-V/def2-TZVPD
C -1.044 1.943 1.661
N -0.197 0.766 1.694
C -0.062 -0.129 0.576
C -1.113 -1.250 0.558
N -1.094 -2.023 -0.697
C 1.365 -0.714 0.525
C 2.197 -0.089 -0.561
O 2.399 1.304 -0.360
H -1.685 1.945 0.779
H -0.445 2.860 1.618
H -1.657 2.006 2.565
H 0.031 0.425 2.609
H -0.230 0.490 -0.299
H -0.861 -1.953 1.352
H -2.085 -0.800 0.742
H -1.882 -1.860 -1.306
H -0.245 -1.838 -1.230
H 1.368 -1.796 0.410
H 1.794 -0.529 1.506
H 3.222 -0.446 -0.622
H 1.667 -0.235 -1.508
H 1.600 1.779 -0.116
O -0.668 -0.092 -3.381
H -1.034 0.047 -2.503
H -1.342 0.186 -4.011
```

The charge is 0. Its HOMO-LUMO gap is 8.91 eV. Its HOMO energy is -0.3061 hartree.

***

--- 2 ---
C5H16N2O2 | wB97M-V/def2-TZVPD

```
25
C5H16N2O2 wB97M-V/def2-TZVPD
N 0.466 1.783 -0.224
C 0.858 1.353 -1.569
C 0.181 0.033 -2.051
N 0.799 -1.165 -1.381
C -0.044 -1.573 -0.215
C 0.611 -1.698 1.157
C 0.365 -0.600 2.205
O -0.810 0.012 1.974
H 1.246 1.618 0.502
H -0.375 1.235 -0.044
H 0.693 1.988 -2.422
H 1.913 1.084 -1.510
H -0.874 0.167 -1.728
H 0.232 -0.084 -3.128
H 1.871 -1.079 -1.066
H -0.978 -1.010 -0.234
H -0.278 -2.751 -0.313
H 0.244 -2.709 1.499
H 1.714 -1.806 1.000
H 1.199 0.207 2.101
H 0.461 -0.982 3.125
H -1.667 -0.105 2.427
O -2.916 1.977 0.078
H -2.199 2.148 0.663
H -2.711 1.956 -0.844
```

The charge is 0. Its HOMO-LUMO gap is 9.01 eV. Its HOMO energy is -0.3069 hartree.

***

Most stable = 1

***

--- 1 ---
C4H26BO21 | wB97M-V/def2-TZVPD

```
52
C4H26BO21 wB97M-V/def2-TZVPD
O -2.869 1.134 -1.263
C -1.761 0.623 -1.413
O -1.540 -0.495 -1.972
B -0.273 -0.936 -1.328
O 0.203 0.219 -0.567
C -0.617 1.101 -0.701
O -0.318 2.271 -0.460
O 0.751 -1.510 -2.194
C 1.201 -2.545 -1.661
O 2.164 -3.186 -2.146
C 0.385 -2.944 -0.592
O -0.502 -2.070 -0.389
O 0.480 -4.014 0.071
O -2.156 2.807 1.973
H -2.081 1.975 1.544
H -3.094 2.903 1.963
O 0.371 2.694 -3.064
H 0.569 2.730 -2.153
H 1.194 2.927 -3.502
O 4.877 -2.726 -1.563
H 3.919 -2.990 -1.759
H 5.226 -2.263 -2.380
O 2.517 2.074 0.160
H 3.155 2.467 -0.445
H 1.891 2.791 0.197
O -0.173 -1.968 2.802
H -0.880 -2.002 2.166
H 0.377 -1.300 2.471
O -1.918 0.188 1.500
H -2.833 0.109 1.443
H -1.568 0.263 2.384
O -2.388 -3.243 1.287
H -2.950 -2.482 1.183
H -1.643 -3.119 0.738
O 0.320 -5.440 2.426
H 0.430 -5.133 1.504
H -0.561 -5.145 2.720
O 1.249 0.305 2.021
H 1.056 0.487 1.113
H 0.822 1.067 2.385
O 1.083 4.985 -1.250
H 1.932 5.305 -1.356
H 1.042 4.758 -0.306
O -1.831 4.669 -0.308
H -1.372 3.932 0.105
H -1.632 4.478 -1.217
O -4.157 3.246 -0.247
H -3.397 3.829 -0.306
H -3.757 2.518 -0.767
O 3.238 -4.717 0.544
H 3.391 -3.769 0.584
H 2.422 -4.883 0.026
```

The charge is -1. Its HOMO-LUMO gap is 9.27 eV. Its HOMO energy is -0.2841 hartree.

***

--- 2 ---
C4H26BO21 | wB97M-V/def2-TZVPD

```
52
C4H26BO21 wB97M-V/def2-TZVPD
O 3.183 0.183 2.286
C 2.150 0.344 1.672
O 1.485 -0.543 0.996
B 0.272 0.134 0.392
O 0.359 1.520 0.852
C 1.386 1.696 1.622
O 1.769 2.727 2.119
O -0.961 -0.471 0.916
C -1.745 -0.795 -0.084
O -2.867 -1.192 0.028
C -0.985 -0.416 -1.383
O 0.227 -0.016 -1.064
O -1.427 -0.591 -2.482
O 1.176 3.160 -2.451
H 0.632 3.908 -2.716
H 0.631 2.694 -1.802
O -1.370 3.137 -0.838
H -1.026 3.685 -0.102
H -2.218 2.807 -0.520
O -0.800 -1.821 -5.106
H -0.208 -1.063 -5.053
H -0.698 -2.263 -4.256
O -3.686 -1.924 -4.174
H -2.811 -1.787 -3.792
H -3.547 -1.860 -5.124
O -4.499 0.493 -2.081
H -5.409 0.226 -1.915
H -4.092 -0.281 -2.496
O 1.663 3.945 4.728
H 2.488 3.452 4.771
H 1.142 3.471 4.067
O 5.614 1.402 1.233
H 4.783 1.385 1.734
H 5.462 0.801 0.499
O 3.747 -2.535 3.905
H 3.662 -2.773 4.836
H 3.845 -1.571 3.897
O -5.767 -1.721 0.685
H -4.859 -1.608 0.364
H -5.693 -1.630 1.640
O 1.802 -3.538 2.184
H 2.206 -3.171 1.383
H 2.332 -3.142 2.905
O 3.348 -2.819 -0.145
H 3.716 -1.940 0.008
H 2.802 -2.722 -0.935
O -0.253 4.617 1.324
H -0.160 5.555 1.527
H 0.634 4.329 1.054
O -2.449 -3.961 -1.339
H -2.402 -3.041 -1.628
H -2.588 -4.470 -2.145
```

The charge is -1. Its HOMO-LUMO gap is 9.87 eV. Its HOMO energy is -0.2812 hartree.

***

Most stable = 2

***

--- 1 ---
C3H12O4S | wB97M-V/def2-TZVPD

```
20
C3H12O4S wB97M-V/def2-TZVPD
O 2.558 2.626 -0.014
C 2.988 2.158 -1.018
C 2.464 0.786 -1.467
C 1.025 0.676 -0.808
S 0.324 -0.924 -1.173
H 3.667 2.627 -1.687
H 3.127 -0.125 -1.245
H 2.449 0.870 -2.558
H 1.197 0.912 0.268
H 0.165 1.451 -1.293
H 0.935 -1.972 -0.641
O -1.593 0.746 2.257
H -2.191 0.049 2.695
H -1.510 1.404 2.889
O -3.679 -0.786 -2.099
H -3.507 -0.521 -1.148
H -2.782 -1.149 -2.357
O -2.221 -2.736 3.061
H -1.507 -3.003 2.376
H -1.910 -3.088 3.962
```

The charge is 0. Its HOMO-LUMO gap is 9.32 eV. Its HOMO energy is -0.3295 hartree.

***

--- 2 ---
C3H12O4S | wB97M-V/def2-TZVPD

```
20
C3H12O4S wB97M-V/def2-TZVPD
O -1.989 -2.064 1.423
C -0.866 -1.914 1.862
C 0.018 -0.758 1.426
C -0.954 0.498 1.534
S -0.020 2.134 1.924
H -0.306 -2.638 2.544
H 0.293 -0.805 0.393
H 0.887 -0.805 2.165
H -1.560 0.795 0.600
H -1.757 0.439 2.355
H -1.168 2.744 2.538
O 0.220 -0.280 -2.808
H 0.894 -0.959 -2.994
H 0.605 0.562 -2.633
O -2.125 -0.142 -1.608
H -1.218 -0.064 -1.951
H -2.057 -0.808 -0.939
O 3.328 1.156 -2.015
H 3.799 1.906 -2.515
H 3.973 1.002 -1.301
```

The charge is 0. Its HOMO-LUMO gap is 9.15 eV. Its HOMO energy is -0.3288 hartree.

***

Most stable = 2

***

--- 1 ---
C5H10S | wB97M-V/def2-TZVPD

```
16
C5H10S wB97M-V/def2-TZVPD
C -0.815 0.517 1.200
C -0.271 -0.251 0.098
C -1.221 -1.041 -0.609
C 0.652 0.674 -0.722
C 2.034 0.173 -0.079
H -0.126 0.384 2.506
H -1.934 -0.329 1.466
H -1.097 1.695 0.656
H -0.731 -1.507 -1.457
H -1.996 -0.558 -1.268
H -1.817 -1.726 0.038
H 0.531 0.383 -1.737
H 0.384 1.773 -0.610
H 2.868 0.095 -0.585
H 2.322 0.970 0.612
S 1.217 -1.251 0.491
```

The charge is 0. Its HOMO-LUMO gap is 9.22 eV. Its HOMO energy is -0.3100 hartree.

***

--- 2 ---
C5H10S | wB97M-V/def2-TZVPD

```
16
C5H10S wB97M-V/def2-TZVPD
C 0.274 -0.334 -1.325
C -0.007 2.524 -1.280
C 0.429 -1.485 -0.400
C -0.504 -1.373 0.874
C -0.250 -0.145 1.633
S 0.259 1.104 -0.384
H -0.583 -0.360 -1.989
H 0.419 3.387 -0.787
H -1.059 2.655 -1.502
H 0.209 -2.420 -0.914
H 1.459 -1.527 -0.033
H -1.543 -1.424 0.544
H -0.279 -2.261 1.472
H -1.068 0.454 1.989
H 0.667 -0.077 2.197
H 1.577 1.282 -0.094
```

The charge is 0. Its HOMO-LUMO gap (alpha / beta) is 7.31 / 7.33 eV. Its HOMO energy (alpha / beta) is -0.2719 / -0.2722 hartree.

***

Most stable = 1

***

--- 1 ---
C5H19NO7 | wB97M-V/def2-TZVPD

```
32
C5H19NO7 wB97M-V/def2-TZVPD
C 0.156 2.248 -0.520
C 0.024 0.813 -0.036
C 1.058 -0.061 -0.701
O 1.676 0.238 -1.705
N 1.196 -1.385 -0.258
C 0.782 -1.790 1.080
C -0.730 -1.965 1.069
O -1.427 -1.243 1.748
H 1.150 2.680 -0.307
H -0.551 2.885 -0.023
H -0.005 2.253 -1.608
H 0.145 0.809 1.019
H -1.044 0.446 -0.197
H 1.984 -1.816 -0.644
H 1.084 -1.059 1.808
H 1.275 -2.756 1.366
H -1.191 -2.696 0.423
O -1.141 -1.927 -2.424
H -0.371 -1.898 -1.895
H -1.907 -1.785 -1.874
O 0.818 2.054 3.141
H 0.208 1.410 3.572
H 0.223 2.680 2.696
O 2.552 0.622 1.684
H 2.050 1.223 2.268
H 3.343 1.155 1.457
O -3.048 -1.049 -0.737
H -2.939 -0.952 0.217
H -3.295 -0.213 -1.150
O -0.964 0.636 -3.250
H -1.083 -0.355 -3.122
H -0.029 0.797 -3.096
```

The charge is 0. Its HOMO-LUMO gap is 10.16 eV. Its HOMO energy is -0.3676 hartree.

***

--- 2 ---
C5H19NO7 | wB97M-V/def2-TZVPD

```
32
C5H19NO7 wB97M-V/def2-TZVPD
C -1.659 2.081 -1.637
C -0.353 1.518 -2.130
C 0.118 0.279 -1.409
C -0.988 -0.793 -1.588
O -1.505 -1.375 -0.685
N 1.299 -0.461 -1.913
C 2.260 -1.065 -1.145
O 2.176 -1.081 0.054
H -2.479 1.997 -2.450
H -2.094 1.524 -0.773
H -1.593 3.126 -1.306
H -0.303 1.373 -3.187
H 0.440 2.273 -1.921
H 0.322 0.411 -0.358
H -1.292 -0.818 -2.643
H 1.390 -0.254 -2.892
H 2.973 -1.639 -1.781
O -3.668 -0.866 -2.267
H -3.820 -1.728 -1.876
H -3.554 -0.250 -1.517
O 4.063 2.119 2.123
H 3.905 1.513 2.840
H 3.559 1.998 1.326
O -3.152 -1.235 2.252
H -3.451 -0.810 3.054
H -2.199 -1.314 2.102
O 0.047 -1.384 1.961
H 0.864 -1.479 1.450
H -0.351 -2.263 1.696
O 1.909 1.801 4.222
H 1.244 1.099 4.067
H 1.823 2.533 3.594
```

The charge is 0. Its HOMO-LUMO gap is 10.02 eV. Its HOMO energy is -0.3556 hartree.

***

Most stable = 1

***

--- 1 ---
C2H8O | wB97M-V/def2-TZVPD

```
11
C2H8O wB97M-V/def2-TZVPD
C 0.596 -1.834 -1.730
O -0.725 -1.211 -1.871
H 1.408 -1.192 -1.921
H 0.551 -2.229 -0.699
H 0.475 -2.656 -2.378
H -0.702 -0.717 -2.654
C 0.037 2.780 3.289
H 0.103 1.844 3.929
H -0.461 3.373 3.851
H -0.437 2.446 2.348
H 1.064 3.138 3.140
```

The charge is 0. Its HOMO-LUMO gap is 11.38 eV. Its HOMO energy is -0.3828 hartree.

***

--- 2 ---
C2H8O | wB97M-V/def2-TZVPD

```
11
C2H8O wB97M-V/def2-TZVPD
C 0.880 0.627 0.056
C 1.390 1.560 -0.977
H 0.172 -0.007 -0.503
H 0.338 1.114 0.884
H 1.668 -0.017 0.482
H 2.196 2.231 -0.635
H 0.540 2.176 -1.317
H 1.761 0.971 -1.832
O -3.166 -2.568 1.118
H -3.566 -3.286 1.660
H -2.212 -2.801 1.063
```

The charge is 0. Its HOMO-LUMO gap is 12.44 eV. Its HOMO energy is -0.4253 hartree.

***

Most stable = 2